[1]
Below is a molecular structure, C28H66B3F24N7O12S4, with properties calculated with wB97M-V/def2-TZVPD.

As for the total energy: -175711.00580 eV. The HOMO-LUMO gap comes out at 8.962 eV. The calculation puts the largest force on an atom at 3.740 eV/Å.

Positions of all 144 atoms, in Å:
C -0.56524 2.61332 -0.29732
C 0.46134 1.91055 -1.14087
C 0.40907 0.42071 -1.07769
O 1.11697 0.18032 0.07226
C 0.64606 -1.01540 0.73774
N 0.27962 2.52143 -2.54233
H 0.91614 2.03138 -3.18355
H -0.64675 2.48077 -3.03165
H 0.55090 3.50719 -2.51273
H -0.18968 3.62684 -0.13720
H -0.61167 2.11798 0.64341
H -1.53402 2.52471 -0.78174
H 1.46090 2.26651 -0.97831
H 0.78028 0.01592 -2.01840
H -0.66874 0.15772 -1.05186
H -0.45050 -1.07732 0.71372
H 1.01647 -0.99187 1.77285
H 1.00330 -1.90139 0.23607
C -0.25417 -2.49884 4.35962
C 0.24408 -1.77042 5.64745
C 1.67785 -2.02701 5.95987
O 2.44269 -1.45749 4.91867
C 3.81620 -1.32883 5.19009
N 0.01748 -0.30354 5.29831
H 0.63408 0.33294 5.78802
H 0.30820 -0.18362 4.30330
H -0.99099 -0.10031 5.37668
H -1.24714 -2.13405 4.12638
H -0.41045 -3.56142 4.57703
H 0.36523 -2.31899 3.48365
H -0.41828 -1.96134 6.49978
H 1.76353 -3.11795 5.97008
H 1.96021 -1.66706 6.96355
H 4.20690 -0.62970 4.45560
H 4.33860 -2.27348 5.20900
H 3.98955 -0.93960 6.20101
C 4.94831 0.41199 0.53828
C 5.23431 -0.84957 -0.15661
C 4.29206 -2.06052 0.30148
O 4.29436 -3.05771 -0.62665
C 3.23375 -4.03174 -0.41244
N 4.91748 -0.65918 -1.60027
H 4.79705 -1.57090 -2.03486
H 4.08390 0.02223 -1.74641
H 5.63754 -0.17009 -2.16292
H 5.40753 1.19999 -0.07322
H 5.34611 0.47732 1.53642
H 3.89163 0.56013 0.63191
H 6.29853 -1.10897 -0.17247
H 3.34252 -1.58801 0.47346
H 4.67828 -2.34140 1.31403
H 2.99289 -4.11540 0.65399
H 3.49620 -5.01678 -0.81816
H 2.30971 -3.74649 -0.87110
C -4.65769 2.89932 0.25122
C -4.32990 1.46933 -0.24731
C -3.24265 0.66117 0.45523
O -3.67102 0.42415 1.77698
C -2.84358 -0.60798 2.39367
N -5.63400 0.69010 0.02140
H -5.41982 0.41321 0.98041
H -6.48522 1.23019 -0.07222
H -5.59489 -0.09263 -0.61672
H -3.74894 3.51719 0.32736
H -5.09541 2.96432 1.22441
H -5.34392 3.35763 -0.48616
H -4.13461 1.56712 -1.29697
H -2.28750 1.19799 0.43789
H -3.04766 -0.25297 -0.08329
H -3.25073 -0.75025 3.40270
H -1.78996 -0.29828 2.43043
H -2.85405 -1.53665 1.85602
C 2.37325 -3.84379 -3.95209
C 1.44116 -4.28394 -5.07565
C -0.00165 -4.61383 -4.63611
N -0.88900 -3.37942 -4.44655
C -0.67670 -2.33973 -5.49400
C -0.66089 -2.68873 -3.10501
C -2.08223 -2.74053 -2.38557
C -3.01667 -2.78894 -3.61358
C -2.32244 -3.76670 -4.48150
H 1.93331 -3.03773 -3.36184
H 3.37007 -3.60173 -4.31431
H 2.43060 -4.64432 -3.21100
H 1.86126 -5.22978 -5.48544
H 1.33589 -3.47474 -5.80276
H -0.01578 -5.20585 -3.69001
H -0.50527 -5.22881 -5.42108
H -1.52801 -1.62941 -5.52091
H -0.54596 -2.80195 -6.46418
H 0.23236 -1.74143 -5.26630
H -0.42184 -1.65144 -3.32420
H 0.10796 -3.17989 -2.52543
H -2.30591 -1.90712 -1.72995
H -2.11907 -3.64631 -1.77021
H -3.07435 -1.78554 -4.02383
H -4.09790 -2.97541 -3.36022
H -2.72591 -3.80208 -5.48530
H -2.34678 -4.78149 -4.07349
B -2.77072 0.61924 -3.36034
F -3.43691 -0.24716 -2.45876
F -1.31242 0.20428 -3.33286
F -3.39306 0.56156 -4.68091
F -2.89065 2.00359 -2.87166
B -0.72624 -4.19516 0.97936
F -1.76672 -3.26842 0.88516
F -1.29504 -5.45126 1.40418
F -0.03714 -4.27289 -0.38526
F 0.23066 -3.57442 1.93199
B 3.06812 0.45875 -4.05990
F 2.33254 1.56021 -4.59919
F 2.35254 -0.80452 -4.24085
F 4.41706 0.41210 -4.31314
F 3.01718 0.76255 -2.54206
C -1.35696 6.31075 -1.29723
F -2.28058 7.03185 -1.96740
F -1.05085 7.05691 -0.21938
F -1.87817 5.16839 -0.82617
S 0.15240 6.05495 -2.35927
O -0.43825 5.31124 -3.43759
O 0.72579 7.35870 -2.51373
N 1.17327 5.14028 -1.54172
S 2.34729 5.75975 -0.75262
O 3.38175 6.43234 -1.47992
O 1.95274 6.39159 0.49048
C 3.31577 4.30998 -0.24737
F 4.45433 4.87305 0.22630
F 2.75454 3.64695 0.77113
F 3.60875 3.47455 -1.23527
C -3.46648 2.34632 6.81352
F -4.54029 1.78434 7.35266
F -3.66056 3.64010 6.64326
F -2.40321 2.29378 7.60495
S -3.25414 1.36755 5.23849
O -3.07628 -0.01331 5.70195
O -4.43248 1.64144 4.45887
N -1.94257 1.80292 4.46599
S -1.91045 3.09994 3.58569
O -2.08548 2.92826 2.19093
O -2.51524 4.24532 4.18811
C -0.13675 3.37994 3.68800
F -0.08094 4.65621 3.21906
F 0.47083 3.32862 4.79927
F 0.44493 2.52295 2.82375



[2]
Below is a single C5H6O molecule, with properties calculated with wB97M-V/def2-TZVPD.

As for the total energy: -7327.18481 eV. As for the energy above the lowest of the compared OMol25 structures with the same formula, charge and spin: 202.59 kJ/mol. The HOMO-LUMO gap comes out at 10.466 eV. The calculation puts the largest force on an atom at 0.683 eV/Å. As for the SMILES: CCC#CC=O.

Positions of all 12 atoms, in Å:
C -1.53312 0.46807 -0.03018
C -0.99169 -0.97810 -0.05919
C 0.43993 -0.85120 0.20384
C 1.56770 -0.45502 0.38695
C 2.58349 0.57543 0.49119
O 2.26363 1.69310 0.82428
H -1.56332 0.81691 1.00547
H -0.85286 1.10186 -0.60471
H -2.53328 0.54177 -0.46145
H -1.17923 -1.44126 -1.03517
H -1.49190 -1.58027 0.70646
H 3.62683 0.35382 0.22221